The following is a quantum chemistry calculation of a 2-piece molecular cluster, C4H9NO2 overall, from the Open Molecules 2025 dataset.

Element x y z (Å)
C 2.7233 -0.6006 -1.4154
O 2.1435 0.6271 -1.0028
N 1.5052 0.4050 0.2172
C 1.1066 1.3694 0.8674
O 0.6663 2.1609 1.6072
H 3.1974 -0.3739 -2.3707
H 3.4742 -0.9439 -0.6963
H 1.9570 -1.3702 -1.5495
C -2.3090 0.5709 0.4915
C -1.8840 -0.8912 0.5950
H -2.0910 0.9780 -0.5021
H -3.3837 0.6880 0.6674
H -1.7854 1.1939 1.2244
H -2.0970 -1.2981 1.5894
H -2.4138 -1.5117 -0.1355
H -0.8097 -1.0035 0.4127

- Energy relative to the best compared isomer or geometry (same formula, charge and spin): 84.4 kcal per mole
- LUMO level: 0.50 eV
- HOMO: -9.710 eV
- Structure (SMILES): CON=C=O.CC

Which charges does Mulliken predict for the atoms? In e, they are: -0.457 -0.145 -0.409 0.674 -0.400 0.245 0.255 0.232 -0.798 -0.646 0.253 0.326 0.199 0.255 0.284 0.132

The following is a quantum chemistry calculation of one molecule with the formula C4H9NO2, from the Open Molecules 2025 dataset.

Element x y z (Å)
N -2.5270 -0.8596 -0.3850
C -1.3386 -0.1827 -0.5870
O -1.5293 0.9236 -1.3890
C -0.0946 -0.9336 -0.5099
C 0.0052 0.1176 0.5731
C 1.3987 0.7765 0.5912
O 2.3493 -0.2666 0.8696
H -3.4153 -0.3989 -0.5168
H -2.5376 -1.8643 -0.2961
H -0.9214 1.5422 -0.9679
H -0.1520 -1.9776 -0.2167
H 0.5784 -0.7492 -1.3429
H -0.2617 -0.2059 1.5755
H 1.6641 1.2358 -0.3759
H 1.4980 1.5560 1.3629
H 3.2398 0.1162 0.8602

- Energy relative to the best compared isomer or geometry (same formula, charge and spin): 82.6 kcal per mole
- LUMO level: 0.91 eV
- HOMO: -7.880 eV
- Structure (SMILES): N[C@]1(O)C[C@H]1CO

Which charges does Mulliken predict for the atoms? In e, they are: -0.449 0.673 -0.534 -0.446 -0.532 -0.568 -0.512 0.218 0.195 0.353 0.280 0.196 0.194 0.289 0.350 0.293

The following is a quantum chemistry calculation of an isolated ion of composition C4H9NO2 and charge +1, from the Open Molecules 2025 dataset.

Element x y z (Å)
O 0.2139 -2.4502 -0.0033
C 0.9281 -1.5099 -0.2684
C 0.4093 -0.1347 -0.3317
C 1.0839 0.7660 -1.3061
N -1.0301 -0.1947 -0.2337
C -1.3986 -0.2192 1.2192
O -0.9229 0.9114 1.9959
H 1.9926 -1.6845 -0.7011
H 0.7538 0.2598 0.5764
H 0.3248 1.4413 -1.8819
H 1.6976 0.2088 -2.1258
H 1.7006 1.6068 -0.8046
H -1.3296 0.7275 -0.6168
H -1.0489 -1.2362 1.4923
H -2.4460 -0.2987 1.3917
H -0.9287 1.8066 1.5978

- Energy relative to the best compared isomer or geometry (same formula, charge and spin): 88.3 kcal per mole
- LUMO level (spin up / spin down): -4.30 / -9.42 eV
- HOMO (spin up / spin down): -15.870 / -15.106 eV
- 2S+1: 2
- Net charge: +1

Which charges does Mulliken predict for the atoms? In e, they are: -0.354 -0.168 0.637 -1.164 -0.168 -0.423 -0.467 0.370 0.297 0.309 0.353 0.326 0.356 0.357 0.387 0.353

The following is a quantum chemistry calculation of an isolated ion of composition C4H9NO2P and charge -1, from the Open Molecules 2025 dataset.

Element x y z (Å)
C 1.5041 1.3495 0.6521
P 0.3598 -0.0899 0.9258
C 1.1414 -1.4708 -0.0171
C -1.1889 0.4077 0.0153
N -2.3508 -0.3242 0.5431
C -0.9791 0.2236 -1.4929
O -0.4120 1.2019 -2.0546
O -1.3028 -0.8566 -2.0068
H 1.2627 1.8992 -0.2509
H 2.5004 0.9254 0.5503
H 1.5174 1.9575 1.5478
H 2.2193 -1.3464 0.0084
H 0.8729 -2.4291 0.4056
H 0.8040 -1.4905 -1.0520
H -1.3623 1.4615 0.1820
H -2.4020 -0.0963 1.5302
H -2.1842 -1.3224 0.5137

- Energy relative to the best compared isomer or geometry (same formula, charge and spin): 28.1 kcal per mole
- LUMO level: 4.15 eV
- HOMO: -3.962 eV
- Structure (SMILES): CP(C)[C@H](N)C(=O)[O-]
- Net charge: -1

Which charges does Mulliken predict for the atoms? In e, they are: -1.033 0.082 -1.052 0.143 -0.763 0.168 -0.741 -0.707 0.316 0.325 0.305 0.344 0.305 0.346 0.396 0.303 0.263

The following is a quantum chemistry calculation of one molecule with the formula C4H9NO2S, from the Open Molecules 2025 dataset.

Element x y z (Å)
C -1.8898 -0.0027 0.0133
C -0.0018 1.7232 -0.5557
C 2.3355 -0.4988 0.0529
C -0.2597 0.4012 0.1210
N -2.1377 -1.1663 0.6192
O -2.6787 0.7521 -0.4860
O 0.3150 -2.1874 0.0602
S 0.7053 -0.9670 -0.6710
H 0.0961 1.5833 -1.6301
H 0.8985 2.1998 -0.1702
H -0.8462 2.3889 -0.3836
H 3.0602 -1.2343 -0.2804
H 2.2655 -0.5167 1.1351
H 2.6118 0.4844 -0.3085
H -0.0357 0.4016 1.1869
H -1.3674 -1.8199 0.7407
H -3.0710 -1.5414 0.5564

- Energy relative to the best compared isomer or geometry (same formula, charge and spin): 23.4 kcal per mole
- LUMO level: 0.77 eV
- HOMO: -9.542 eV

Which charges does Mulliken predict for the atoms? In e, they are: 0.326 -1.458 -0.933 0.096 -0.334 -0.601 -0.697 0.517 0.347 0.407 0.386 0.366 0.305 0.337 0.404 0.278 0.255

The following is a quantum chemistry calculation of a 2-piece molecular cluster, C4H9NO2S overall, from the Open Molecules 2025 dataset.

Element x y z (Å)
C 1.0675 0.6665 0.4992
C 1.0545 -0.5984 0.8030
C 0.3338 1.7693 1.4299
C 0.8340 -2.9870 0.9193
N 1.3492 -1.6968 1.2945
O -1.1128 2.3894 -2.2032
O -2.6360 0.5875 -2.9516
S -1.6667 1.2012 -1.7054
H 1.4383 1.0573 -0.4383
H -0.5041 0.3041 -1.6982
H 1.1559 2.4420 1.6859
H -0.1273 1.2545 2.3789
H -0.5055 2.2363 0.9305
H -0.0037 -2.9779 0.2080
H 1.5859 -3.5120 0.4331
H 0.7256 -3.4399 1.8652
H -2.9886 1.3039 -3.4507

- Energy relative to the best compared isomer or geometry (same formula, charge and spin): 110.4 kcal per mole
- LUMO level: 0.56 eV
- HOMO: -8.589 eV

Which charges does Mulliken predict for the atoms? In e, they are: -0.906 0.664 -0.824 -0.737 -0.395 -0.501 -0.512 0.518 0.526 0.131 0.286 0.276 0.253 0.284 0.314 0.299 0.324

The following is a quantum chemistry calculation of C4H9NO2S as an isolated structure, from the Open Molecules 2025 dataset.

Element x y z (Å)
C 0.3699 0.6002 -0.2950
C 0.5211 2.0273 0.5207
C 1.7410 2.0454 1.0947
S 2.1931 0.0642 -2.8202
N -0.4850 2.8307 0.4083
C -2.5950 -2.2337 1.5902
O -2.4223 -3.5322 2.1587
O -1.8508 -1.3863 0.8766
H 0.5348 0.7874 -1.3585
H -0.6390 0.3231 0.0155
H 1.1456 -0.1532 0.0465
H -0.2384 3.7851 0.2108
H 1.9323 2.9295 1.8068
H 2.6339 1.2898 0.8642
H 2.6832 0.1878 -4.0981
H -3.5221 -1.9326 1.9985
H -2.2624 -3.3469 1.0325

- Energy relative to the best compared isomer or geometry (same formula, charge and spin): 255.8 kcal per mole
- LUMO level: -3.96 eV
- HOMO: -7.455 eV

Which charges does Mulliken predict for the atoms? In e, they are: -0.618 0.671 -0.549 -0.438 -0.528 0.085 -0.380 -0.443 0.017 0.219 0.389 0.281 0.264 0.237 0.099 0.354 0.340

The following is a quantum chemistry calculation of one molecule with the formula C4H9NO2S, from the Open Molecules 2025 dataset.

Element x y z (Å)
C 1.0638 -1.1666 0.5759
C 0.8031 0.3377 0.7270
C 0.2362 -1.8373 -0.5231
C -0.5570 2.0704 -0.4472
N -0.4918 0.8903 0.2993
O -2.8835 0.3962 -0.3062
O -1.1669 -1.4648 -0.5462
S -1.7697 -0.2002 0.3841
H 2.1571 -1.5634 0.4811
H 0.6700 -1.6230 1.4353
H 0.9445 0.5978 1.7499
H 1.6864 0.8318 0.2162
H 0.5658 -1.6141 -1.5767
H 0.3491 -2.9066 -0.3685
H 0.4743 2.5036 -0.7026
H -0.9840 1.9175 -1.4150
H -1.0973 2.8306 0.0167

- Energy relative to the best compared isomer or geometry (same formula, charge and spin): 68.1 kcal per mole
- LUMO level: 0.73 eV
- HOMO: -8.854 eV

Which charges does Mulliken predict for the atoms? In e, they are: -0.660 -0.591 -0.373 -0.893 0.076 -0.525 -0.380 0.546 0.321 0.329 0.274 0.351 0.246 0.334 0.304 0.327 0.315

The following is a quantum chemistry calculation of a 2-piece molecular cluster, C4H9NO3 overall, from the Open Molecules 2025 dataset.

Element x y z (Å)
C -1.6562 0.3918 1.1368
N -2.4281 0.6075 0.0973
O -2.2783 1.5691 -0.6518
O -3.1505 -0.4979 -0.3906
H -1.1715 1.1291 1.7339
H -1.8462 -0.4365 1.8268
H -2.5263 -1.3589 -0.3164
C 1.6009 0.4666 -0.3717
C 0.4974 -0.2780 -0.9838
C -0.2626 -1.1154 0.0645
O -1.1470 -1.9531 -0.1930
H 1.1706 1.4948 -0.1033
H 2.0365 -0.1315 0.3086
H 2.3706 0.7806 -1.1546
H 0.7619 -1.0036 -1.7737
H -0.2486 0.5293 -1.4169
H 0.1730 -1.1982 1.0720

- Energy relative to the best compared isomer or geometry (same formula, charge and spin): 149.3 kcal per mole
- LUMO level (spin up / spin down): -0.12 / -0.12 eV
- HOMO (spin up / spin down): -9.519 / -9.520 eV
- Structure (SMILES): C=[N+]([O-])O.CCC=O

Which charges does Mulliken predict for the atoms? In e, they are: -0.919 0.727 -0.589 -0.447 0.368 0.413 0.434 -1.191 -0.071 0.019 -0.666 0.251 0.444 0.294 0.378 0.147 0.408

The following is a quantum chemistry calculation of a 2-piece molecular cluster, C4H9NO3 overall, from the Open Molecules 2025 dataset.

Element x y z (Å)
C -0.9502 2.2661 -0.0389
C -1.1567 0.8307 0.3201
O -1.6781 0.3818 1.3149
N -0.8568 -0.1686 -0.7199
O -1.8108 -1.1999 -0.8157
H 0.0873 2.4442 -0.3124
H -1.5986 2.5441 -0.8711
H -1.1827 2.8849 0.8248
H -0.5851 0.1355 -1.6473
H -2.0616 -1.3171 0.1235
C 2.0341 -1.7332 0.0191
C 1.0379 -0.6458 0.3360
O 1.3911 0.5626 0.2810
H 2.6324 -1.8988 0.9164
H 2.7271 -1.4168 -0.7600
H 1.5329 -2.6823 -0.1746
H 0.4377 -0.9874 1.2042

- Energy relative to the best compared isomer or geometry (same formula, charge and spin): 90.4 kcal per mole
- LUMO level: 0.81 eV
- HOMO: -9.195 eV
- Structure (SMILES): CC(=O)NO.CC=O

Which charges does Mulliken predict for the atoms? In e, they are: -1.209 0.923 -0.615 -0.250 -0.406 0.329 0.338 0.313 0.231 0.356 -1.169 0.583 -0.601 0.314 0.319 0.338 0.206

The following is a quantum chemistry calculation of C4H9NO3 as an isolated structure, from the Open Molecules 2025 dataset.

Element x y z (Å)
C 1.3427 0.4215 -1.2013
C -0.8186 -0.4507 0.7800
C -0.6618 0.1932 2.1225
N 0.7227 -0.2287 -0.0357
C -0.0578 0.3470 -1.7258
O 1.6192 -1.2493 0.3417
O -0.8118 1.4233 -1.2761
O -0.4972 -0.4634 -2.5348
H 1.4609 -1.9645 -0.3167
H -1.5707 1.5070 -1.8778
H 1.7720 1.3891 -0.9507
H 1.9998 -0.2232 -1.7962
H -0.8342 -1.5441 0.7770
H -1.7564 -0.1912 0.3001
H 0.2475 -0.1362 2.6178
H -1.4990 -0.1069 2.7577
H -0.6573 1.2770 2.0183

- Energy relative to the best compared isomer or geometry (same formula, charge and spin): 119.9 kcal per mole
- LUMO level: 0.72 eV
- HOMO: -8.417 eV

Which charges does Mulliken predict for the atoms? In e, they are: -0.470 -0.208 -1.049 -0.083 0.662 -0.479 -0.445 -0.642 0.328 0.333 0.240 0.246 0.296 0.328 0.299 0.378 0.267

The following is a quantum chemistry calculation of a 2-piece molecular cluster, C4H9NO3 overall, from the Open Molecules 2025 dataset.

Element x y z (Å)
C 1.8241 1.0864 0.6383
C 0.5065 1.3255 -0.1002
O 0.7200 1.7818 -1.4124
C -0.3682 0.0678 -0.1154
N -1.1731 -0.1185 -1.2726
C -0.3021 -0.7657 0.8840
O -0.0767 -1.3764 1.8810
H 2.3668 0.2589 0.1853
H 1.6368 0.8551 1.6827
H 2.4395 1.9810 0.5832
H -0.0412 2.1430 0.3885
H 1.0570 1.0455 -1.9383
H -1.9195 -0.7794 -1.0853
H -1.5822 0.7557 -1.5891
O -1.9021 -2.5052 0.2303
H -1.8923 -2.6201 1.2044
H -1.2931 -3.1356 -0.1644

- Energy relative to the best compared isomer or geometry (same formula, charge and spin): 57.8 kcal per mole
- LUMO level: 0.60 eV
- HOMO: -7.655 eV
- Structure (SMILES): C[C@@H](O)C(N)=C=O.O

Which charges does Mulliken predict for the atoms? In e, they are: -1.407 0.352 -0.559 -0.129 -0.568 0.705 -0.536 0.347 0.357 0.362 0.245 0.367 0.273 0.231 -0.676 0.308 0.328

The following is a quantum chemistry calculation of a 2-piece molecular cluster, C4H9NO3 overall, from the Open Molecules 2025 dataset.

Element x y z (Å)
O 2.7540 -1.3648 -1.2371
C 2.0355 -0.4388 -1.2995
C 1.7368 0.5648 -0.1349
C 0.9317 -0.1833 0.9315
C 0.7980 0.7723 2.0766
O -0.0510 1.5423 2.4206
N 1.0248 1.7302 -0.5143
H 1.2563 -0.2248 -2.0412
H 2.6483 0.9261 0.3396
H -0.0824 -0.4182 0.4966
H 1.1164 -1.2179 1.2236
H 1.7174 0.9981 2.6563
H 0.0682 1.5390 -0.7697
H 1.5064 2.5600 -0.8209
H -6.6308 -3.0187 -1.8487
H -6.9052 -1.9542 -0.8031
O -7.1006 -2.1845 -1.7219

- Energy relative to the best compared isomer or geometry (same formula, charge and spin): 57.4 kcal per mole
- LUMO level (spin up / spin down): -4.92 / -9.31 eV
- HOMO (spin up / spin down): -13.244 / -13.244 eV
- 2S+1: 2
- Net charge: +1

Which charges does Mulliken predict for the atoms? In e, they are: -0.245 -0.038 -0.026 -0.666 -0.005 -0.360 -0.237 0.357 0.446 0.381 0.449 0.369 0.303 0.271 0.320 0.318 -0.638

The following is a quantum chemistry calculation of a 2-piece molecular cluster, C4H9NO3 overall, from the Open Molecules 2025 dataset.

Element x y z (Å)
O -0.1505 -0.2697 2.6191
C -0.3217 0.4338 1.6551
N -0.1016 -0.0173 0.3717
C 0.0367 0.8496 -0.7830
C 1.4555 0.8557 -1.3867
C 1.9214 -0.5487 -1.5920
O 1.9783 -0.9865 -2.7070
H -0.9380 1.3325 1.8165
H 0.3627 -0.9263 0.4158
H -0.4018 1.7906 -0.4532
H -0.6046 0.4855 -1.5932
H 2.1697 1.4181 -0.7679
H 1.4402 1.4234 -2.3186
H 2.2990 -1.2537 -0.8282
H -3.5120 -1.9995 1.4146
H -2.4225 -1.4186 2.3103
O -3.2109 -1.1688 1.8267

- Energy relative to the best compared isomer or geometry (same formula, charge and spin): 47.2 kcal per mole
- LUMO level (spin up / spin down): -4.52 / -9.83 eV
- HOMO (spin up / spin down): -14.642 / -14.442 eV
- 2S+1: 2
- Net charge: +1

Which charges does Mulliken predict for the atoms? In e, they are: -0.298 0.056 0.167 -0.552 -0.376 -0.120 -0.368 0.361 0.326 0.416 0.287 0.310 0.337 0.433 0.336 0.316 -0.631

The following is a quantum chemistry calculation of a 2-piece molecular cluster, C4H9NO3S overall, from the Open Molecules 2025 dataset.

Element x y z (Å)
C 1.0312 -0.4871 -1.1960
C -0.5422 0.0638 1.7370
C 0.3563 0.7071 -0.9737
C -1.1441 -0.2232 0.3758
N 1.1198 1.6244 -0.4057
O 2.2972 -0.5617 -0.5671
O 0.5812 -1.4663 -1.8634
O -2.2980 0.4697 0.1719
S -1.5520 -1.9885 -0.0329
H -0.1580 -0.8024 2.2702
H -1.2797 0.2554 2.5091
H 0.1930 0.8261 1.7294
H -0.3995 0.9776 -1.6744
H 1.9000 1.2937 0.2047
H 0.6593 2.4925 -0.1535
H 2.6118 -1.3895 -0.6503
H -2.8504 0.2815 -0.6166
H -0.5258 -2.0730 -0.8643

- Energy relative to the best compared isomer or geometry (same formula, charge and spin): 46.9 kcal per mole
- LUMO level: 0.49 eV
- HOMO: -7.801 eV

Which charges does Mulliken predict for the atoms? In e, they are: 0.432 -1.253 -0.101 0.435 -0.451 -0.498 -0.705 -0.522 -0.245 0.348 0.415 0.246 0.406 0.278 0.259 0.318 0.365 0.274